Formula: C46H33N2O24
Source: OMol25
Level of theory: wB97M-V/def2-TZVPD

CARTESIAN COORDINATES (ANGSTROEM)
C -7.7770 -1.4923 -4.5960
C 6.0661 -0.0929 0.1086
C -7.2107 -2.3428 -3.4804
H -7.0221 5.9366 0.7818
C -0.3153 2.2349 -3.0410
O 5.7895 0.9305 -2.0036
H -5.5865 -2.6818 -2.1475
C -3.6923 3.1684 -2.6972
C -4.4663 4.2920 -2.4460
O -6.1245 6.1285 0.4441
H 5.3875 -1.2420 2.9211
C 9.9619 2.5518 8.5421
C -3.9953 5.5741 -2.6988
C -2.7253 5.7561 -3.2390
H 7.1228 -0.2550 -0.0512
H -8.7883 -3.4079 -3.5931
H 8.6011 -0.2566 5.3446
O -8.8630 -1.7752 -5.0458
O 8.8469 0.6374 5.0237
C -5.2991 5.9225 1.4646
O 3.4641 -0.6304 2.4706
O -2.9780 5.1441 4.8220
H -7.4001 0.2517 -5.8539
C -3.9738 6.0892 1.3771
C 8.5686 -3.0473 3.1293
O 11.4053 -5.0589 2.4112
O -5.0025 0.8985 -4.8988
H -2.3451 6.7396 -3.4506
C -8.8769 -8.1930 -4.7954
C 5.4405 -0.4735 1.2325
C -8.7084 -6.8789 -4.6050
C -1.9376 4.6398 -3.4885
O 6.0635 -1.0754 2.2349
H -1.8253 -0.6605 -4.7848
C 9.9773 3.3165 7.2450
O 10.3117 4.4848 7.2820
C -5.2192 -0.9751 -3.4336
O -9.5705 -4.7046 -4.7088
H 0.0295 3.0964 -2.4982
N -2.1501 1.2100 -4.0947
C 9.1908 0.5782 7.3889
H 10.5553 4.1417 9.2834
C -3.8018 5.3741 3.8090
C 9.5890 1.2654 8.6017
O 10.3423 3.2444 9.6049
C 3.2201 0.4370 0.3836
C 0.5339 1.1666 -3.2875
C 3.8529 0.8139 -0.7276
H 9.6183 3.1759 5.1017
C -6.9824 -0.3610 -5.0676
O 10.0971 -3.1623 6.5037
H -11.8134 -5.6495 -5.6897
H -5.6154 4.8792 4.8021
H -2.0798 5.3442 4.4975
H 1.5622 1.1869 -2.9590
C -5.9649 5.4809 2.7393
H -4.2017 0.8351 -4.3386
H 9.5753 0.7070 9.5269
H -8.1046 -8.9153 -4.5726
O 3.2497 1.4450 -1.7468
H -3.4861 6.4076 0.4663
O -7.9560 -3.3484 -3.0587
C -9.7978 -5.8874 -4.9180
H 3.9602 1.5941 -2.4060
C 5.3160 0.5627 -0.9443
H -5.4473 4.1605 -2.0195
N -1.5668 2.2218 -3.4551
O -10.3806 -9.8649 -5.5058
C 10.8612 -4.1617 4.5254
C 9.9734 -3.4263 5.2115
C -1.3643 0.1818 -4.2966
H -4.0545 2.1715 -2.5023
O 8.8319 -0.5847 7.3461
C 9.2217 1.3354 6.0888
C 9.4575 -3.7779 2.4430
H 11.7371 -4.5935 4.9881
H -12.1917 -9.1767 -6.1718
H 10.1233 -4.5684 0.9083
C -6.0037 -2.0829 -2.9449
O -1.9301 5.9739 2.5441
C -0.0227 0.1030 -3.9408
H 9.3374 -2.5984 6.7598
C 3.9681 -0.2438 1.4386
H -0.9506 4.7673 -3.9098
C -11.2178 -7.6918 -5.6487
H -4.6130 6.4292 -2.4781
O -7.1753 5.3697 2.7288
C 10.6599 -4.3961 3.1068
C -5.1294 5.2102 3.8954
H 0.5351 -0.7862 -4.1785
H -7.7135 -5.3977 -4.0609
O 7.9887 -2.2016 5.2527
C -5.7864 -0.1158 -4.5252
O -7.5804 -6.3615 -4.1258
C -10.1394 -8.6900 -5.3173
C -11.0471 -6.3746 -5.4555
C -3.1389 5.8373 2.5400
O -12.3303 -8.2099 -6.1375
H 7.6997 -2.6010 2.6693
C 8.7586 -2.8366 4.5486
H 2.1659 0.6131 0.5484
O 9.3526 -4.0150 1.1430
C 9.5935 2.6211 6.0287
O -4.1066 -0.6848 -3.0077
C -2.4176 3.3708 -3.2095

Summary:
total charge	+1

Formula: C46H35NNiO7P2S2
Source: OMol25
Level of theory: wB97M-V/def2-TZVPD

CARTESIAN COORDINATES (ANGSTROEM)
H 0.2185 -2.4816 -3.1255
C 0.1045 0.1077 0.8832
H -1.8771 1.6404 6.6244
O -1.8651 -4.2913 -0.2615
H 0.3549 -7.4359 -3.1107
C 1.0262 -5.6235 -4.0307
H 1.7106 -4.8279 5.0252
C 1.6091 -2.0522 2.3122
H 3.6161 -0.9166 3.2533
H -7.2545 0.8564 -3.2313
H 1.5744 -3.7061 -4.8091
C 2.3004 4.4255 2.0544
C -1.7379 3.1379 -4.6401
H 3.0714 -5.0462 2.9647
C -0.4169 -5.6643 -2.1471
C 2.4547 -4.1689 3.1173
C 0.2610 -3.5645 -3.1070
C 1.6898 -4.0479 4.2735
H -0.6018 2.4388 4.6778
C -0.4970 4.8649 -2.8685
C -1.0202 0.2823 -3.7495
H -5.8353 -0.2243 -4.9517
H -0.5116 6.2957 -4.4706
C 2.4126 -3.1808 2.1467
S -1.8923 2.5971 1.0913
C -6.1753 0.9360 -3.1807
H 6.4087 2.1287 2.1499
C 1.7423 2.1104 3.4659
H -3.2723 -0.3978 6.4505
C 0.9313 2.4649 2.3928
C 0.8502 -1.9448 3.4680
H -1.8667 1.6285 -0.8756
C -2.7054 -0.0510 5.5946
C 2.8200 2.9043 3.8376
H 3.9441 4.6827 3.4171
O -1.2003 0.2457 -4.9670
C 1.0134 -4.2416 -4.0578
O -0.1622 -0.3729 -3.0927
H -2.0472 -0.8512 2.3631
O 2.5401 -5.7073 -5.7830
C 3.5082 1.2340 0.6455
H -0.6048 3.2533 -1.4581
H 0.5841 3.9144 0.8626
Ni -0.2480 -0.6015 -1.0558
C -0.7762 5.2934 -4.1554
C 5.4859 1.5908 1.9678
C -1.2282 0.8371 3.3917
H 0.2733 -2.8292 5.3337
H 0.2132 -1.0824 3.6037
C -0.8344 3.5764 -2.4642
C -3.3818 1.1248 -3.0424
S 1.9773 -1.5981 -0.7430
C -5.5697 1.6355 -2.1444
H -0.9817 -6.1800 -1.3828
O -1.4866 1.0463 -1.5701
H -3.3737 -0.0418 -4.8278
C 5.0995 0.5628 2.8116
C -5.3799 0.3341 -4.1423
C -4.1889 1.7291 -2.0804
C -0.4523 -4.2701 -2.1449
C -2.0267 -0.3043 3.3009
H 2.8870 1.4857 -0.2070
C 3.9125 -0.1251 2.5772
H 4.9693 2.7380 0.2252
C -1.8619 1.2883 -2.9077
P 1.5699 -0.7220 1.0333
H -1.6146 4.7347 -6.0546
H -6.1713 2.1049 -1.3757
H 1.5430 1.1934 4.0112
C 0.8871 -2.9322 4.4470
C 3.0999 4.0656 3.1331
C 3.1094 0.1958 1.4885
H 3.4498 2.6035 4.6660
C 0.3195 -6.3565 -3.0908
C -2.7593 -0.7456 4.3900
C -3.9939 0.4269 -4.0781
C -1.9209 1.0887 5.6923
C -1.2847 -3.5614 -1.0687
C -1.1924 1.5334 4.5941
O 1.7184 -7.5679 -5.0831
C 4.6796 1.9300 0.8860
H -2.2044 2.4486 -5.3308
H -3.3690 -1.6359 4.2989
C 1.2233 3.6316 1.6904
H 2.9855 -3.2872 1.2333
C -1.3970 4.4184 -5.0410
H -3.7412 2.2755 -1.2571
H 2.5179 5.3262 1.4930
P -0.4387 1.3919 1.8153
H 5.7181 0.2930 3.6598
H -0.0114 5.5302 -2.1643
C -1.4614 2.7042 -3.3436
O -1.3125 -2.2980 -1.1007
N 1.8206 -6.3510 -5.0403

Summary:
expectation value of S²	2.0053
2S+1	3
total charge	-2

Formula: C46H36CoN3O6P2
Source: OMol25
Level of theory: wB97M-V/def2-TZVPD

CARTESIAN COORDINATES (ANGSTROEM)
H -1.1795 -2.3396 5.2518
H 2.1482 2.5523 0.2745
C 2.3530 -1.9411 0.2509
H 0.2846 3.5972 -1.6958
C -4.1851 -1.7760 -3.2734
N -0.9192 2.9493 2.2313
C -2.3704 4.6899 3.1213
O 2.0848 -0.9812 -0.5245
O 4.2520 -4.1754 2.2431
C -1.0753 3.3652 0.8660
C 1.6604 -0.5882 5.7540
C 1.7175 0.0954 4.5541
H 5.6549 -0.3234 2.1904
H 3.3079 -0.7224 2.7684
C -5.5223 0.8283 1.3925
N 0.2181 0.5113 -4.4871
H -4.1015 4.7547 6.0190
C -0.6535 3.9145 -3.5877
O -1.6384 -0.8893 -0.9282
C -5.3326 1.9890 0.6579
H -3.6516 6.1329 4.0163
Co 0.1473 -0.2144 -0.2301
H -1.9786 3.9679 0.7609
H -3.8142 -2.1143 -1.1920
C 0.7574 -0.1366 3.5712
C -3.2043 5.1544 4.1169
H -2.3470 -0.3497 1.3074
H -1.5459 1.7008 4.4696
H -1.7966 4.0122 -5.3947
H 2.4370 -0.4412 6.4903
H -3.4685 1.6347 -2.2671
C -3.0028 1.4679 0.4232
H 2.5216 0.7962 4.3768
H -1.0381 -1.1804 3.0787
H -0.2092 3.9490 0.5206
H 0.5944 -2.0150 6.9393
C -4.4469 -0.0013 1.6607
H 1.1494 3.1322 2.1762
C -2.0009 2.6760 4.3735
C 2.9259 1.9571 0.7394
C 3.3949 -3.5295 1.6568
N 0.4031 0.4050 -2.3084
H 2.1553 1.3173 -4.9192
C -1.7449 3.6210 -4.3897
C 1.5568 0.9114 -2.8162
C -0.2958 -1.0012 3.8425
H -3.0277 2.5422 6.2357
C 0.3854 2.4464 2.5734
H -5.1200 -2.3185 -3.2827
O 1.3934 -4.0997 2.9237
C -0.4041 0.1519 -3.3283
C 5.2369 1.3673 0.9498
C -0.3646 -1.6620 5.0560
C 4.8909 0.3296 1.7978
C -0.5887 3.4098 -2.3059
C -3.1918 0.3108 1.1685
H 2.3798 1.1486 -2.1720
H -6.1697 2.6377 0.4414
H 0.1517 4.5278 -3.9659
C 3.6317 -2.6099 0.4903
O 4.6935 -2.4464 -0.1019
C 3.5669 0.1150 2.1349
C -3.7211 -1.1749 -4.4419
H -3.9423 3.2313 -0.3819
C -2.2181 -0.9917 -2.0567
C 0.6259 -1.4743 6.0046
H -4.5956 -0.9009 2.2398
H 4.5113 2.9488 -0.3007
H -4.3061 -1.2118 -5.3496
C -4.0770 2.3200 0.1866
P 0.7916 0.6945 1.9393
H 0.4828 2.4316 3.6612
C -2.7598 2.8128 -3.9053
C -2.5044 -0.5334 -4.4328
H 6.2726 1.5406 0.7003
H -2.1728 5.3196 2.2662
P -1.3218 1.8126 -0.1931
C -3.4478 4.3883 5.2428
C -1.7546 3.4388 3.2266
H -6.5118 0.5813 1.7535
H -0.1432 0.3849 -5.4154
C 1.3551 -2.4335 1.1643
C -1.6164 2.6134 -1.7991
C 4.2471 2.1674 0.4015
C 1.4634 0.9879 -4.1700
H -2.1634 -0.0689 -5.3487
C 2.5723 0.9551 1.6434
O 0.1926 -1.9472 1.1738
C -2.8388 3.1493 5.3623
C -2.6946 2.2997 -2.6226
C -1.7178 -0.4467 -3.2827
C 1.9444 -3.4495 2.0411
C -3.4616 -1.6780 -2.1149
H -3.6033 2.5686 -4.5339

Summary:
expectation value of S²	0.8109
2S+1	2
total charge	-1

Formula: C46H36MgO3P
Source: OMol25
Level of theory: wB97M-V/def2-TZVPD

CARTESIAN COORDINATES (ANGSTROEM)
H 0.5165 1.7539 2.6169
C -1.8440 -2.2898 -4.1255
C 2.6769 1.2575 2.0251
H -4.1088 -1.4383 4.0442
C -2.5874 -1.1571 -3.8338
C 2.2175 0.3367 4.3511
H 2.4241 -2.3474 -2.8136
C 1.6010 -3.7488 1.3884
H 3.7667 -1.1525 1.6381
H 0.3172 0.9992 5.0794
C 2.7179 0.2141 -5.6559
C 2.5054 -1.6215 -3.6161
C 3.5179 -0.0136 4.7087
C 1.7303 0.7751 6.6754
H 3.3434 0.4795 8.0590
H -0.2529 -2.6448 -1.1566
C -3.4355 -2.4756 0.3884
C -3.5918 1.4147 -0.1009
H -1.4104 4.3946 1.0144
H -0.7656 5.7146 -3.5267
H -3.0668 0.3352 -2.3676
C 1.7573 0.2993 2.8953
H 2.8000 0.9379 -6.4586
C -1.0083 -2.8344 -3.1590
H -1.9117 -2.7489 -5.1042
C 2.8555 -1.7215 1.7556
C -1.3814 2.2874 0.5592
C -2.7515 -1.3894 0.9258
Mg 0.5188 1.3887 0.5816
H 1.9184 1.6337 -4.2810
C 3.0193 -2.0135 -4.8401
H -3.2369 -0.7311 -4.5896
H 3.6349 -3.4584 0.7784
H -3.2606 -2.7704 -0.6382
C 1.1100 3.5721 -1.6840
P -1.4366 -0.4160 0.0750
H 3.5348 -1.3932 -6.8326
C 2.7741 -3.0192 1.2680
C 0.6218 4.7680 -2.1814
C -3.9250 -1.7306 3.0172
H -5.2152 2.8173 -0.1168
H -0.2767 -1.4440 2.9933
H -2.4804 -0.1800 2.6738
H 1.8715 3.5803 -0.9104
H -0.4225 -3.7257 2.1187
C 3.9188 0.0461 6.0337
C 0.5831 -1.8806 2.5038
H 4.2204 -0.3039 3.9420
O 3.8780 1.0515 1.9614
O 2.0132 2.2035 1.4736
C 2.2099 0.6056 -4.4274
H -4.8894 -4.0152 0.7201
H -0.4241 -3.7177 -3.3863
C -4.3600 -3.1754 1.1549
H 1.0250 1.0810 7.4386
H 1.0009 5.7051 -1.7896
C 0.6437 2.3361 -2.1610
C -3.0062 -1.0321 2.2544
C 2.0842 -0.3067 -3.3728
C -0.3272 2.3713 -3.1723
C -2.0003 3.5368 0.7009
H -3.7923 4.7178 0.5656
C -0.3640 4.7779 -3.1595
C 1.5638 -0.0049 -2.0261
C -4.6067 -2.8104 2.4686
C -0.9125 -2.2341 -1.9153
H -1.5799 3.5570 -4.4393
H 1.5370 -4.7552 0.9927
C -2.2231 1.2381 0.1318
C -4.1547 2.6688 0.0534
C 3.0281 0.4384 7.0235
C -3.3503 3.7332 0.4491
H 1.6775 -0.8684 -1.3651
H 4.9387 -0.2076 6.2958
C -0.8288 3.5680 -3.6567
H -5.3275 -3.3599 3.0615
H -0.6847 1.4345 -3.5741
C -1.6483 -1.0855 -1.6170
C -2.4938 -0.5575 -2.5834
H -4.2180 0.5738 -0.3829
C 3.1264 -1.0946 -5.8746
O 0.4162 0.7935 2.7787
C 1.7524 -1.1329 2.3659
C 1.0175 1.0930 -1.4788
C 0.5051 -3.1746 2.0162
C 1.3295 0.7293 5.3473
H 3.3409 -3.0380 -4.9896

Summary:
total charge	-1

Formula: C46H37BF4NOP2SSn
Source: OMol25
Level of theory: wB97M-V/def2-TZVPD

CARTESIAN COORDINATES (ANGSTROEM)
H -5.2869 0.1791 -3.0968
N -1.9916 2.8663 -0.0074
H -7.2502 0.0578 -1.5961
H 2.4833 -4.9414 -2.0339
C 3.7948 -0.8817 3.3032
C -6.1510 -0.7701 0.0444
P 2.0603 0.9286 0.1281
C -2.1655 -3.5883 4.2780
C 3.9195 -0.0658 -1.5446
F -0.2544 0.1080 2.1715
B -0.2604 0.9339 4.0949
C 2.3403 -4.6703 -3.0771
H -2.6262 -5.2071 -2.9936
H -0.6796 7.5965 1.7571
H 0.6371 5.6618 2.5078
C 4.4923 -0.9475 -2.4386
C 2.8255 0.6339 1.7139
H 0.8985 -3.6745 -5.2279
H 2.5205 2.6553 2.4035
F 0.5510 0.0476 4.5963
H 0.0848 3.3758 1.7135
O 0.5707 -1.4925 -1.1181
H -0.3329 -5.0534 -3.8374
C 2.4122 2.5748 -0.5229
H 3.2116 -1.4511 1.3244
H -2.9036 -0.6346 2.8114
H 4.2239 2.8679 0.5994
C -1.5084 -2.6311 -1.1236
H -7.0122 -0.8474 0.6883
C 3.7446 -2.0071 -2.9197
H 4.4753 0.7858 -1.1834
H -4.8093 -1.5715 1.5114
C -0.4673 4.2413 1.3706
P -2.1552 -1.5797 0.1939
C -1.7107 -4.2945 3.1688
C -2.1324 -2.3783 1.8001
H 4.1516 -1.8659 3.5623
F -1.5535 0.8290 4.2381
C 1.5409 3.1199 -1.4684
C 2.6212 -0.2901 -1.0930
C 2.4271 -2.2272 -2.5267
C -2.3115 5.1701 0.1036
C -1.9578 -4.4561 -2.6041
C -0.6604 -4.3661 -3.0737
H 0.9489 -1.9691 -4.7753
C 2.8988 5.0892 -1.5839
C 3.2680 -0.6516 2.0504
H -1.3883 -5.3181 3.2728
C -2.3940 -3.5815 -1.6317
H 4.1908 -2.6771 -3.6378
S -3.6134 4.6339 -0.9262
H 3.3107 -4.6393 -3.5604
H -3.0702 -0.5373 -2.2781
C -4.9131 -1.1679 0.5158
C -0.9318 6.6108 1.3959
C -2.5929 -1.6658 2.9118
C -3.8050 -1.0828 -0.3248
C -0.2021 -2.5256 -1.6171
H 0.6774 2.5450 -1.8074
C -1.5472 4.0606 0.5087
C -3.9391 -0.5834 -1.6267
H -2.6027 7.2916 0.2261
C -5.1785 -0.1930 -2.0880
H 3.0802 6.0764 -1.9811
C -0.1766 5.5116 1.8145
F 0.2285 2.0787 3.6652
C -6.2851 -0.2753 -1.2465
H 1.1053 4.7894 -2.7304
C 2.8937 1.6720 2.6522
H 4.1910 -0.0548 5.2415
C 1.6205 -3.3184 -3.2033
H -2.9605 -1.7320 5.0103
H -3.4008 -3.6411 -1.2478
Sn -0.6862 0.7496 0.2055
C 3.4269 1.4293 3.8998
C -2.6158 -2.2794 4.1472
C 1.8688 -1.3654 -1.5819
C 3.8491 0.1474 4.2385
C 3.7759 4.5419 -0.6590
H -1.3026 -4.2291 1.0686
C 1.4660 -2.9238 -4.6868
H 5.5099 -0.8011 -2.7671
H 3.4887 2.2323 4.6170
C 3.5352 3.2929 -0.1142
H 4.6581 5.0871 -0.3615
H 1.7715 -5.4568 -3.5610
H -3.5453 2.2155 -1.2479
C 0.2366 -3.4111 -2.5988
C -3.0504 3.0372 -0.7591
H -2.1553 -4.0506 5.2531
C -2.0049 6.4522 0.5412
C 1.7812 4.3721 -1.9976
H 2.4378 -2.8343 -5.1625
C -1.6614 -3.6869 1.9296

Summary:
total charge	+3

The following DFT total energy values (in eV) correspond, in order, to the records above: -100347.5890; -145387.4607; -121247.9171; -69165.6618; -98612.5956.